# 1
{
  "formula": "C40H47GeN4O3PdS2Si2",
  "method": "ωB97M-V/def2-TZVPD",
  "symbols": ["Pd", "C", "Si", "C", "C", "N", "C", "C", "C", "C", "C", "C", "N", "Si", "C", "C", "C", "H", "H", "H", "H", "H", "H", "H", "H", "H", "H", "H", "H", "H", "H", "H", "H", "H", "H", "H", "H", "H", "H", "S", "C", "C", "C", "C", "C", "N", "H", "H", "H", "H", "C", "Ge", "C", "C", "C", "C", "C", "C", "C", "C", "C", "C", "C", "C", "C", "C", "C", "C", "H", "H", "H", "H", "H", "H", "H", "H", "H", "H", "H", "H", "H", "H", "H", "N", "C", "C", "C", "C", "C", "C", "S", "O", "O", "O", "H", "H", "H", "H", "H", "H"],
  "positions_angstrom": [[-0.613, 0.502, -0.536], [-0.527, 1.540, 3.467], [0.014, 2.713, 2.124], [0.025, 4.428, 2.881], [1.719, 2.437, 1.419], [-1.096, 2.426, 0.757], [-1.985, 3.156, 0.206], [-2.440, 4.456, 0.710], [-3.391, 5.154, 0.081], [-4.011, 4.667, -1.142], [-3.682, 3.482, -1.666], [-2.664, 2.632, -1.043], [-2.312, 1.489, -1.495], [-3.207, 0.554, -2.760], [-4.979, 0.419, -2.182], [-3.096, 1.447, -4.404], [-2.491, -1.152, -2.775], [0.239, 1.493, 4.245], [-0.708, 0.527, 3.113], [-1.442, 1.914, 3.934], [0.798, 4.417, 3.656], [-0.907, 4.701, 3.379], [0.295, 5.211, 2.170], [2.405, 2.078, 2.191], [2.119, 3.378, 1.034], [1.723, 1.712, 0.605], [-1.992, 4.832, 1.615], [-3.715, 6.107, 0.479], [-4.750, 5.289, -1.630], [-4.140, 3.143, -2.583], [-5.500, 1.370, -2.069], [-5.013, -0.113, -1.228], [-5.538, -0.181, -2.906], [-3.924, 2.144, -4.547], [-3.144, 0.717, -5.215], [-2.166, 2.006, -4.526], [-3.052, -1.768, -2.069], [-1.436, -1.196, -2.497], [-2.572, -1.621, -3.758], [0.549, -0.869, 1.123], [2.296, -1.058, 0.803], [3.086, -1.638, 1.791], [4.449, -1.729, 1.567], [4.965, -1.229, 0.382], [4.091, -0.655, -0.527], [2.776, -0.564, -0.327], [2.631, -2.014, 2.697], [5.096, -2.182, 2.307], [6.022, -1.275, 0.163], [4.461, -0.251, -1.463], [0.140, -4.036, 2.149], [-0.403, -2.916, 0.648], [-2.300, -2.523, 0.942], [-3.156, -3.621, 1.071], [-4.500, -3.451, 1.364], [-5.013, -2.176, 1.557], [-4.170, -1.079, 1.468], [-2.825, -1.254, 1.166], [0.346, -3.648, -0.986], [1.719, -3.692, -1.022], [2.415, -4.193, -2.139], [1.727, -4.601, -3.244], [0.310, -4.594, -3.246], [-0.402, -5.047, -4.387], [-1.764, -5.129, -4.362], [-2.471, -4.764, -3.198], [-1.808, -4.284, -2.104], [-0.398, -4.158, -2.097], [-0.422, -4.970, 2.151], [-0.038, -3.514, 3.089], [1.199, -4.283, 2.062], [-2.778, -4.629, 0.937], [-5.146, -4.316, 1.446], [-6.062, -2.040, 1.788], [-4.556, -0.081, 1.638], [-2.188, -0.377, 1.114], [2.301, -3.350, -0.174], [3.498, -4.214, -2.127], [2.228, -4.921, -4.151], [0.171, -5.297, -5.272], [-2.302, -5.476, -5.235], [-3.551, -4.851, -3.174], [-2.372, -3.985, -1.234], [0.522, 0.576, -2.716], [0.900, -0.346, -3.757], [0.087, -0.519, -4.867], [0.455, -1.404, -5.872], [1.650, -2.099, -5.787], [2.471, -1.905, -4.685], [2.090, -1.053, -3.662], [2.152, -3.268, -7.057], [3.549, -2.953, -7.289], [1.251, -3.007, -8.163], [1.949, -4.570, -6.419], [0.007, 1.349, -3.123], [1.360, 0.956, -2.287], [-0.832, 0.049, -4.957], [-0.164, -1.546, -6.749], [3.417, -2.429, -4.640], [2.713, -0.929, -2.789]],
  "s2": 0.756,
  "largest_force_ev_per_a": 0.38,
  "gap_ev": [4.9, 4.9],
  "multiplicity": 2,
  "lumo_ev": [-2.425, -2.414]
}

=====

# 2
{
  "formula": "C40H48BN6O17",
  "method": "ωB97M-V/def2-TZVPD",
  "symbols": ["O", "C", "O", "B", "O", "C", "O", "O", "C", "O", "C", "O", "O", "N", "C", "C", "C", "C", "C", "H", "H", "H", "H", "H", "N", "C", "C", "C", "C", "C", "H", "H", "H", "H", "H", "N", "C", "C", "C", "C", "C", "H", "H", "H", "H", "H", "C", "C", "O", "C", "O", "O", "H", "H", "H", "H", "C", "C", "O", "C", "O", "O", "H", "H", "H", "H", "C", "C", "O", "C", "O", "O", "H", "H", "H", "H", "C", "C", "C", "C", "N", "H", "H", "H", "H", "H", "H", "H", "C", "C", "C", "C", "N", "H", "H", "H", "H", "H", "H", "H", "C", "C", "C", "C", "N", "H", "H", "H", "H", "H", "H", "H"],
  "positions_angstrom": [[-3.507, -0.569, 0.571], [-2.537, -0.050, 0.128], [-1.470, -0.660, -0.394], [-0.404, 0.342, -0.696], [-0.996, 1.632, -0.274], [-2.254, 1.473, 0.092], [-2.989, 2.334, 0.463], [-0.065, 0.391, -2.119], [1.228, 0.179, -2.278], [1.818, 0.279, -3.285], [1.812, -0.209, -0.904], [0.850, -0.073, -0.007], [2.953, -0.519, -0.701], [6.705, 2.462, 2.959], [5.582, 1.777, 2.826], [5.034, 1.458, 1.593], [5.700, 1.827, 0.444], [6.839, 2.582, 0.607], [7.347, 2.787, 1.864], [5.088, 1.466, 3.741], [4.117, 0.886, 1.484], [5.415, 1.487, -0.536], [7.482, 2.844, -0.230], [8.234, 3.376, 2.057], [-3.681, -4.874, -1.048], [-4.370, -3.757, -1.008], [-5.672, -3.637, -1.471], [-6.275, -4.713, -2.134], [-5.522, -5.854, -2.271], [-4.296, -5.914, -1.614], [-3.931, -2.872, -0.552], [-6.191, -2.704, -1.288], [-7.223, -4.514, -2.620], [-5.916, -6.746, -2.741], [-3.656, -6.775, -1.817], [-0.456, 6.036, -0.218], [-0.804, 7.108, 0.425], [-2.093, 7.421, 0.764], [-3.093, 6.495, 0.501], [-2.761, 5.411, -0.262], [-1.440, 5.215, -0.575], [-0.020, 7.791, 0.738], [-2.275, 8.352, 1.286], [-4.132, 6.755, 0.678], [-3.519, 4.743, -0.641], [-1.175, 4.405, -1.249], [-1.785, -2.461, -2.725], [-1.744, -3.504, -3.845], [-2.258, -2.785, -4.938], [-2.941, -1.708, -4.487], [-3.569, -1.016, -5.171], [-2.787, -1.571, -3.167], [-0.803, -2.016, -2.594], [-2.026, -2.870, -1.749], [-2.337, -4.385, -3.599], [-0.713, -3.815, -3.996], [0.649, -2.839, 2.951], [0.389, -3.427, 4.367], [0.800, -4.775, 4.210], [0.806, -5.089, 2.897], [0.943, -6.163, 2.460], [0.499, -3.996, 2.150], [1.636, -2.370, 2.959], [-0.063, -2.124, 2.555], [-0.653, -3.332, 4.647], [1.064, -2.980, 5.084], [-5.637, 3.733, 2.079], [-4.477, 3.752, 3.081], [-5.042, 3.098, 4.227], [-6.292, 2.640, 3.980], [-6.903, 2.007, 4.758], [-6.720, 3.038, 2.774], [-5.423, 3.317, 1.104], [-6.085, 4.730, 2.055], [-4.222, 4.794, 3.264], [-3.606, 3.201, 2.756], [1.202, -4.952, -0.710], [1.629, -3.611, -1.254], [2.705, -3.822, -2.362], [3.921, -4.402, -1.794], [4.847, -4.866, -1.334], [1.862, -5.409, 0.028], [1.031, -5.748, -1.455], [0.227, -4.980, -0.212], [2.152, -3.052, -0.482], [0.802, -3.103, -1.743], [3.001, -2.849, -2.766], [2.305, -4.462, -3.146], [-1.688, 1.413, 3.862], [-1.000, 2.754, 3.681], [0.296, 2.620, 2.862], [1.405, 1.958, 3.525], [2.267, 1.447, 4.070], [-2.673, 1.547, 4.329], [-1.132, 0.793, 4.552], [-1.919, 0.934, 2.908], [-0.866, 3.210, 4.662], [-1.609, 3.434, 3.085], [0.571, 3.610, 2.484], [0.076, 2.073, 1.938], [5.262, 1.862, -4.417], [6.165, 1.298, -3.318], [5.600, 0.041, -2.689], [5.196, -0.975, -3.679], [4.894, -1.771, -4.433], [4.387, 2.347, -3.974], [4.987, 1.093, -5.137], [5.738, 2.687, -4.955], [6.254, 2.057, -2.539], [7.146, 1.053, -3.735], [4.575, 0.220, -2.313], [6.211, -0.408, -1.913]],
  "largest_force_ev_per_a": 3.11,
  "gap_ev": 9.9,
  "lumo_ev": 1.961,
  "charge": -1
}

=====

# 3
{
  "formula": "C40H48Br2IN7O2",
  "method": "ωB97M-V/def2-TZVPD",
  "symbols": ["C", "C", "C", "C", "C", "C", "I", "C", "O", "O", "C", "C", "C", "Br", "C", "C", "Br", "H", "H", "H", "H", "H", "H", "H", "H", "H", "H", "H", "H", "H", "C", "C", "C", "N", "C", "H", "H", "H", "H", "H", "C", "C", "C", "N", "C", "H", "H", "H", "H", "H", "C", "C", "C", "N", "C", "H", "H", "H", "H", "H", "C", "C", "C", "N", "C", "H", "H", "H", "H", "H", "C", "C", "C", "N", "C", "H", "H", "H", "H", "H", "C", "C", "C", "N", "C", "H", "H", "H", "H", "H", "C", "C", "C", "N", "C", "H", "H", "H", "H", "H"],
  "positions_angstrom": [[-5.074, -1.228, 2.553], [-4.688, -0.156, 2.160], [-4.228, 1.149, 1.697], [-3.079, 1.094, 0.651], [-2.061, -0.039, 0.836], [-2.124, -1.101, -0.244], [-1.530, -0.340, -2.160], [-3.556, 1.900, 2.869], [-2.652, 1.499, 3.525], [-4.106, 3.113, 3.010], [-5.466, 3.001, 2.547], [-5.368, 2.143, 1.277], [-6.713, 1.594, 0.854], [-8.220, 2.421, 1.692], [-7.039, 0.679, -0.057], [-8.406, 0.188, -0.417], [-5.718, -0.110, -1.148], [-5.405, -2.171, 2.913], [-2.551, 2.048, 0.741], [-3.494, 1.092, -0.352], [-1.061, 0.401, 0.817], [-2.161, -0.522, 1.810], [-1.434, -1.917, -0.048], [-3.130, -1.492, -0.385], [-5.855, 4.003, 2.400], [-6.012, 2.455, 3.320], [-4.940, 2.787, 0.501], [-9.094, 0.273, 0.422], [-8.358, -0.856, -0.722], [-8.802, 0.756, -1.263], [-0.505, -6.074, -3.779], [-0.085, -5.233, -4.846], [-0.025, -3.955, -4.357], [-0.391, -3.993, -3.040], [-0.685, -5.279, -2.679], [-0.657, -7.140, -3.817], [0.144, -5.532, -5.854], [0.244, -3.028, -4.836], [-0.436, -3.193, -2.435], [-0.994, -5.519, -1.676], [-0.859, -1.833, 4.493], [-1.248, -3.032, 5.151], [-0.359, -4.008, 4.787], [0.552, -3.446, 3.935], [0.256, -2.122, 3.752], [-1.341, -0.870, 4.559], [-2.084, -3.161, 5.818], [-0.296, -5.046, 5.063], [1.320, -3.931, 3.510], [0.862, -1.500, 3.115], [3.527, -0.866, -5.750], [3.019, 0.374, -6.227], [1.896, 0.663, -5.498], [1.708, -0.351, -4.601], [2.693, -1.287, -4.748], [4.399, -1.388, -6.107], [3.431, 0.981, -7.015], [1.222, 1.501, -5.542], [0.962, -0.408, -3.932], [2.711, -2.172, -4.131], [5.704, -3.609, -0.426], [4.616, -2.806, 0.017], [4.218, -2.034, -1.046], [5.022, -2.342, -2.107], [5.926, -3.300, -1.742], [6.261, -4.326, 0.153], [4.177, -2.793, 1.001], [3.435, -1.300, -1.137], [4.954, -1.921, -3.018], [6.650, -3.677, -2.442], [8.807, -0.165, 2.424], [8.577, -1.474, 2.932], [7.474, -1.973, 2.290], [7.029, -1.020, 1.418], [7.835, 0.081, 1.491], [9.591, 0.515, 2.712], [9.155, -1.988, 3.682], [6.973, -2.921, 2.379], [6.230, -1.122, 0.815], [7.646, 0.944, 0.876], [-5.029, 6.940, 0.938], [-4.537, 6.290, -0.227], [-5.441, 5.316, -0.562], [-6.455, 5.353, 0.356], [-6.214, 6.341, 1.272], [-4.565, 7.755, 1.468], [-3.627, 6.513, -0.757], [-5.449, 4.606, -1.372], [-7.246, 4.737, 0.363], [-6.901, 6.531, 2.079], [4.694, 4.595, 0.089], [4.589, 4.071, 1.408], [4.774, 2.718, 1.325], [4.985, 2.405, 0.009], [4.938, 3.543, -0.751], [4.601, 5.627, -0.206], [4.400, 4.626, 2.312], [4.775, 1.954, 2.083], [5.145, 1.481, -0.347], [5.082, 3.507, -1.817]],
  "largest_force_ev_per_a": 0.87,
  "gap_ev": 8.1,
  "lumo_ev": 0.043,
  "smiles": "C#C[C@]1(CCCI)C(=O)OC[C@@H]1/C(Br)=C(/C)Br.c1cc[nH]c1.c1cc[nH]c1.c1cc[nH]c1.c1cc[nH]c1.c1cc[nH]c1.c1cc[nH]c1.c1cc[nH]c1"
}

=====

# 4
{
  "formula": "C40H48FLuN7O7S",
  "method": "ωB97M-V/def2-TZVPD",
  "symbols": ["Lu", "C", "C", "O", "C", "C", "C", "N", "N", "C", "O", "C", "C", "C", "C", "C", "C", "H", "H", "H", "H", "H", "H", "H", "H", "H", "H", "H", "H", "C", "O", "C", "C", "O", "C", "H", "H", "H", "H", "H", "H", "H", "H", "H", "H", "F", "C", "C", "C", "C", "O", "C", "C", "N", "C", "C", "C", "C", "C", "C", "N", "C", "C", "N", "C", "C", "C", "O", "O", "H", "H", "H", "H", "H", "H", "H", "H", "H", "H", "H", "H", "H", "H", "H", "H", "H", "H", "N", "C", "S", "N", "C", "C", "C", "C", "C", "C", "H", "H", "H", "H", "H", "H", "H", "H"],
  "positions_angstrom": [[-0.804, 0.941, 1.227], [-0.469, -2.146, 4.227], [-0.876, -0.769, 3.744], [-1.359, -0.685, 2.553], [-0.690, 0.293, 4.612], [-0.915, 1.653, 4.281], [-0.522, 2.734, 5.241], [-1.446, 1.948, 3.119], [-1.606, 3.296, 2.811], [-1.904, 3.470, 1.557], [-2.019, 2.501, 0.683], [-2.085, 4.867, 1.085], [-2.462, 5.095, -0.239], [-2.570, 6.389, -0.726], [-2.303, 7.467, 0.106], [-1.953, 7.246, 1.432], [-1.843, 5.955, 1.922], [-0.633, -2.877, 3.436], [-1.040, -2.435, 5.110], [0.589, -2.134, 4.495], [-0.230, 0.075, 5.565], [-0.183, 2.318, 6.186], [-1.361, 3.409, 5.408], [0.282, 3.326, 4.800], [-2.664, 4.244, -0.877], [-2.862, 6.560, -1.755], [-2.365, 8.478, -0.277], [-1.763, 8.085, 2.089], [-1.566, 5.759, 2.948], [2.413, 2.716, 0.688], [1.021, 2.828, 0.420], [0.764, 3.364, -0.871], [0.560, 2.268, -1.897], [-0.608, 1.560, -1.546], [-1.276, 1.024, -2.672], [2.900, 3.684, 0.544], [2.887, 1.975, 0.034], [2.519, 2.405, 1.721], [1.586, 4.016, -1.181], [-0.149, 3.952, -0.802], [1.425, 1.588, -1.919], [0.453, 2.721, -2.888], [-1.553, 1.824, -3.366], [-2.170, 0.529, -2.310], [-0.641, 0.304, -3.205], [0.068, -3.501, -3.985], [1.020, -3.241, -3.061], [0.714, -2.373, -2.051], [1.629, -2.136, -1.027], [1.270, -1.192, 0.036], [0.211, -0.552, -0.048], [2.218, -1.101, 1.106], [3.363, -1.822, 1.057], [3.729, -2.629, 0.026], [4.965, -3.372, 0.089], [6.181, -2.716, 0.657], [6.101, -2.983, -0.815], [2.856, -2.817, -1.028], [3.163, -3.664, -2.098], [2.264, -3.884, -3.129], [2.669, -4.760, -4.188], [2.030, -4.623, -5.497], [2.997, -5.185, -6.562], [4.022, -6.017, -5.864], [3.356, -6.983, -4.943], [2.740, -6.169, -3.789], [1.996, -0.213, 2.340], [2.717, -0.425, 3.305], [1.108, 0.681, 2.201], [-0.253, -1.886, -2.008], [4.041, -1.764, 1.898], [4.814, -4.427, 0.292], [6.841, -3.321, 1.260], [6.100, -1.689, 0.984], [6.718, -3.768, -1.234], [5.947, -2.136, -1.470], [4.127, -4.153, -2.130], [1.854, -3.573, -5.702], [1.068, -5.140, -5.548], [3.513, -4.393, -7.102], [2.473, -5.813, -7.279], [4.571, -5.379, -5.282], [4.634, -6.484, -6.531], [4.088, -7.700, -4.580], [2.600, -7.518, -5.514], [3.362, -6.245, -2.900], [1.753, -6.575, -3.540], [-4.287, -0.561, 2.238], [-4.006, 0.162, 1.148], [-2.980, -0.461, -0.050], [-4.594, 1.349, 0.959], [-5.579, 1.996, 1.736], [-6.645, 1.306, 2.308], [-7.612, 2.003, 3.018], [-7.530, 3.380, 3.154], [-6.472, 4.066, 2.575], [-5.499, 3.380, 1.870], [-3.622, -1.296, 2.421], [-4.681, -0.095, 3.043], [-4.112, 1.924, 0.282], [-6.737, 0.237, 2.172], [-8.443, 1.465, 3.453], [-8.289, 3.919, 3.706], [-6.400, 5.141, 2.676], [-4.661, 3.909, 1.428]],
  "largest_force_ev_per_a": 1.86,
  "gap_ev": 4.7,
  "lumo_ev": -3.360,
  "charge": 1
}